The following is a DFT calculation (the ωB97M-V functional and the def2-TZVPD basis) of C18H30CdF6GeO4PS3 as an isolated structure.

Positions of all 64 atoms, in Å:
C 5.6793 -0.8972 0.8831
C -2.2010 1.0526 3.4479
C 6.6893 -0.9086 -0.0281
C -3.9240 -2.2107 -0.8323
H -0.0238 0.1193 -3.2603
C 0.7187 0.0907 4.3591
H -2.4544 2.7509 -4.4981
C 0.3044 0.8796 -3.9739
H -1.3011 0.4784 -5.3665
S 0.7433 2.3447 -3.0267
H 5.8918 -0.9024 1.9444
H -4.6723 0.3589 -0.2533
F 0.4006 -3.4860 3.6330
H 1.2639 1.8624 1.3564
C -1.0151 2.7676 -2.8508
O 1.3041 3.3349 -4.0173
S 2.4223 -0.7908 -1.5703
F 0.5717 -2.8822 1.4242
H -4.2781 0.2861 -1.9940
H 1.0941 3.3969 4.0571
H -0.5372 3.9103 3.6014
H -4.7559 -2.1267 -0.1279
C 0.0357 3.1335 4.1130
F -1.1107 -2.0349 2.6958
C -1.8230 2.0485 -3.9498
H -2.4832 1.0099 4.5022
H 0.3755 0.1344 5.3959
H -0.4456 2.0143 -5.6395
C 5.0824 -0.8798 -1.8263
C 4.2976 -0.8834 0.5018
F -1.5955 -3.5630 1.0758
C -3.8649 0.2993 -0.9876
O -2.3241 -1.1419 -2.9870
P -0.5932 -3.5410 2.3690
H -3.2345 1.1832 -0.8662
Cd 0.5036 -0.4503 0.3048
C -0.8313 1.3328 -4.8778
H 4.8434 -0.8676 -2.8819
H -0.4223 2.0400 0.8725
H -1.3192 2.4769 -1.8435
H -2.7573 1.8635 2.9715
H -2.2155 -1.6871 0.8923
H -1.0307 3.8547 -2.9234
C -1.9468 -1.0618 -1.8107
H -4.3036 -2.3173 -1.8468
H 1.7849 0.3239 4.3339
O -0.7329 -1.0480 -1.4398
H 7.7218 -0.9231 0.3009
H -3.3439 -3.1011 -0.5762
C -3.0510 -0.9645 -0.7332
H -2.4638 1.2975 -3.4925
C 3.9842 -0.8546 -0.9123
F -1.7675 -4.1555 3.2905
S 3.1312 -0.9171 1.7158
F -0.0774 -5.0171 1.9902
C 0.2734 1.4009 1.4271
H 0.5788 -0.9255 3.9915
O -2.5403 -0.8293 0.5815
C 6.3801 -0.9040 -1.4122
H 1.2058 0.5345 -4.4786
H -2.4766 0.1179 2.9637
H 7.1787 -0.9138 -2.1454
H -0.2630 3.1182 5.1649
Ge -0.2799 1.3692 3.2686

Relative energy (zero: lowest compared OMol25 entry of this formula, charge and spin) (kcal/mol): 0.0
Orbital gap (alpha / beta) (eV): 6.95 / 5.97
2S+1: 2
E_LUMO (alpha / beta) (eV): 4.6 / 3.2
Net charge: -2
Highest occupied orbital energy (alpha / beta) (eV): -2.372 / -2.771

The following is a DFT calculation (the ωB97M-V functional and the def2-TZVPD basis) of a 12-piece molecular cluster, C6H32O12 overall.

Positions of all 50 atoms, in Å:
H 0.7900 4.2127 2.6909
O 2.4353 -0.0994 -1.6316
O -2.7743 -0.2427 4.1972
H 0.9745 -0.3234 2.2874
H 0.5744 -0.7895 0.2055
H -3.2215 0.3814 3.6076
C 1.1968 0.0978 0.3302
C 0.2578 3.9302 1.7929
H 0.9884 -3.3378 1.7945
O 3.3623 -2.4693 0.1617
C 1.0239 0.6405 1.7556
H 0.0674 -4.3676 0.3284
O -0.5629 1.8921 -3.5531
H 0.2167 2.3380 -3.2027
O -0.1181 -1.6816 -2.2066
H 0.6315 -1.0700 -2.2259
H -1.2168 0.9868 1.6761
H -2.3629 -0.8104 1.0447
H -1.0267 -0.5505 -4.8816
O -1.6161 -2.2521 0.1826
C -0.2884 1.5072 1.9391
H -2.6136 -1.0312 3.6783
C 2.5099 0.0554 -0.4280
H 1.8802 3.6583 -1.9018
H -0.0402 -2.2574 -2.9763
O 0.6988 -4.0136 -0.3115
H 1.7000 -3.3133 3.1840
O -3.0364 -0.1661 1.3215
O -1.9939 1.2859 -1.2381
O 1.6630 -2.8933 2.3209
C -0.1833 2.8209 1.2387
H -1.9659 1.7514 -0.3962
H -3.2642 0.4607 0.6335
H -1.4693 2.2156 -3.5437
O -1.7581 -0.6444 -4.2606
O 1.5880 2.7579 -2.0379
H 2.6123 -2.5475 -0.4513
H -1.4054 -2.0902 -0.7499
H -1.4107 -0.1270 -3.5242
H 1.8109 1.3382 2.1499
H 3.4916 0.0552 0.0483
H -0.2681 1.6323 3.0325
H 0.1598 4.8910 1.2722
H 2.7759 -2.5117 0.9491
H -0.3429 2.8023 0.1731
H -2.4717 -2.6979 0.1680
H 0.6324 0.8367 -0.3403
H 2.2484 2.0570 -2.0018
H -1.0963 1.0342 -1.4775
H 0.2174 -3.3518 -0.8239

Relative energy (zero: lowest compared OMol25 entry of this formula, charge and spin) (kcal/mol): 75.2
Orbital gap (eV): 9.78
SMILES: C=CCCCC=O.O.O.O.O.O.O.O.O.O.O.O
E_LUMO (eV): 0.0
Highest occupied orbital energy (eV): -9.767

The following is a DFT calculation (the ωB97M-V functional and the def2-TZVPD basis) of C3H4O2 as an isolated structure.

Positions of all 9 atoms, in Å:
H -0.5297 0.1172 -2.6178
H 1.6802 -0.2655 0.6289
C -0.5555 -0.1346 0.1530
O 0.8406 1.5354 -0.9421
C 0.5903 -0.3883 1.0023
O 0.6128 -0.8230 2.1988
C -0.0433 0.5705 -1.2674
H -1.3496 0.6791 0.8870
H -1.2457 -1.2908 -0.0427

Relative energy (zero: lowest compared OMol25 entry of this formula, charge and spin) (kcal/mol): 126.0
Orbital gap (eV): 9.46
E_LUMO (eV): -0.6
Highest occupied orbital energy (eV): -10.036

The following is a DFT calculation (the ωB97M-V functional and the def2-TZVPD basis) of a 4-piece molecular cluster, C38H64F4NO19P3S overall.

Positions of all 130 atoms, in Å:
C 0.1414 -3.2658 0.5529
C 8.3438 2.8368 2.7861
C -3.7482 3.4065 -3.8256
H -6.0793 2.4412 -3.2480
H -3.4654 6.5123 -3.4187
H 4.0695 3.7897 3.9687
C 1.3287 -2.6204 0.1609
C -2.6372 -0.5183 -2.2570
C -1.0901 -2.0147 -1.1570
C -5.0228 -1.0530 -1.6333
H -0.3766 -10.3292 -3.3059
H -2.4008 -2.4874 -2.5607
O 0.2878 4.8933 -1.4663
O -1.1186 2.4905 -3.8147
C -6.8144 -2.0521 1.0955
H -4.0955 5.5232 -4.7367
H -9.0034 0.9341 2.1486
H -0.4054 -4.0369 -2.8671
O 3.4566 -1.8343 6.9633
H 6.1225 -4.4006 7.3135
O 5.6861 -1.2017 4.6029
H 3.6749 0.1120 0.3058
H 5.5067 3.4235 4.9696
H -8.2654 0.7924 0.1133
H -0.3986 -6.6955 -0.5015
C -2.0523 1.6215 -3.2714
H 4.4135 -4.2791 6.8633
C -1.6875 0.3564 -2.7877
H 0.1460 -4.8353 -4.3541
C -3.2340 5.6423 -4.0535
F -6.2850 0.1884 1.2488
H 7.9423 2.3671 1.8875
C 0.1860 -10.0566 -4.1975
C -0.2544 2.9584 -2.7444
H 1.0015 4.6491 -3.4219
C -3.9776 -0.0923 -2.2259
H 5.0572 -3.3466 8.2479
H -6.7551 3.5767 -1.5962
O 2.5000 -2.9477 0.7881
H -4.2258 -2.0956 0.1303
P 4.5158 -1.7270 5.6470
H 6.0062 -3.1228 3.8318
O 0.0627 -8.0793 -1.9702
C 0.0977 4.4546 -2.8169
C 0.0966 -1.3755 -1.5314
C 7.6799 6.5424 1.0810
C 1.8673 4.4647 0.3828
H 0.9402 4.1075 0.8538
H -2.3778 5.9093 -4.7042
H 2.3231 -3.2088 1.7013
N -2.3856 -1.8432 -1.7660
F -8.0266 -1.9027 1.6120
H 2.1396 1.8677 -1.6562
C -1.0267 -2.9479 -0.1137
C 4.9312 3.1302 4.0868
H 2.2785 5.2749 1.0061
H 0.1938 -4.0168 1.3468
C -5.8536 1.5266 -2.6874
C 2.8349 0.2858 -0.3811
F 1.6617 0.5099 0.3389
C -8.6641 1.7725 -0.1947
H 6.9430 6.7428 0.3062
H -10.1649 3.0898 0.7399
H 3.4319 -1.7774 -0.9826
C 0.0493 -4.9384 -3.2720
C -6.6225 2.7836 -0.8339
H -3.5445 3.3513 -4.9178
H 3.7717 2.1870 -0.8853
H 2.5798 -0.8576 8.5502
H -6.3566 0.7070 -3.2366
H -1.7806 -7.6746 -1.0806
S 0.0310 -0.1958 -2.8734
H 1.0344 -5.0740 -2.8178
O 0.7104 -8.7370 -4.0911
C 3.1126 1.4510 -1.3634
O 3.6761 -2.4844 4.6739
H 6.9248 -1.8046 3.0869
H 5.1913 -1.9623 2.7444
C 3.2786 -0.6354 7.7472
O 5.6338 -2.6557 6.3832
C -0.7148 -7.6792 -0.8478
H -4.0728 -0.3610 0.2017
O -1.6260 -8.0574 -3.9577
C 2.6584 -1.0389 -1.2333
H 1.9990 5.9622 -1.1416
P -0.2936 -7.5775 -3.4776
H -10.6723 1.3147 0.5945
H 2.8671 0.1645 7.1298
C -6.0064 -1.0527 0.7615
H 9.4321 2.8178 2.7344
H 2.6040 -0.8491 -2.3130
H -9.0759 1.7631 -1.2203
C -4.3561 1.1662 -2.7180
C 5.9584 -2.0853 3.5060
O -2.9585 4.4719 -3.2990
H 0.6742 2.3692 -2.7365
F -6.3847 -3.3070 0.9236
C 5.2701 -3.7253 7.2493
C -4.7692 -1.1650 -0.0902
O 6.1079 4.4693 1.0387
C 1.6635 4.9078 -1.0932
O -6.3793 1.5022 -1.3708
H -0.4431 -10.1416 -5.0814
H 3.5510 1.0497 -2.2896
H 2.2917 4.2702 -1.7369
H -4.8201 -2.0368 -2.0901
H -0.6991 5.0799 -3.2394
H 8.0331 2.2853 3.6725
H 4.5800 2.1082 4.2170
O -7.7356 2.8224 0.0347
H 2.5887 3.6340 0.4404
H 1.0361 -10.7310 -4.3016
O 5.7592 3.1711 2.9080
C -3.3907 2.0482 -3.2498
O -9.3839 1.8202 2.1068
H -0.5350 -8.3986 -0.0494
C 1.2933 -1.6829 -0.8627
O 7.0320 6.2328 2.3096
H -0.7690 2.7690 -1.7909
H -4.8086 3.6800 -3.7229
C -9.8576 2.0380 0.7624
P 6.4363 4.6855 2.4951
H 4.2303 -0.3186 8.1821
H 8.2705 7.4434 1.2501
H 8.3432 5.7355 0.7718
H -1.9437 -3.4725 0.1689
H -6.0502 -0.7920 -1.9009
H -5.7357 3.0571 -0.2267
O -0.8069 -6.0558 -2.9498
O 7.9437 4.1992 2.8858

Orbital gap (eV): 5.63
SMILES: CCOCCOc1c(COC)c(COCOCCO)c(CCC(F)=C(F)F)c2c1Sc1c(ccc(O)c1C[C@@H](C)F)N2.COP(=O)(OC)OC.COP(=O)(OC)OC.COP(=O)(OC)OC
E_LUMO (eV): -2.4
Highest occupied orbital energy (eV): -8.055

The following is a DFT calculation (the ωB97M-V functional and the def2-TZVPD basis) of a 2-piece molecular cluster, C2H8N2S2 overall.

Positions of all 14 atoms, in Å:
H -1.5446 -2.2454 0.1954
H 0.8229 1.5603 0.6212
S 1.8794 -1.6137 0.3507
N -2.0193 -1.5425 -0.3413
N -1.8383 0.7743 -0.8566
C 1.8868 1.5072 0.3795
H 1.2677 -0.8786 1.3687
H -2.8279 -1.7754 -0.8862
S 2.2795 0.1452 -0.7936
C -1.3994 -0.3412 -0.3938
H 2.1370 2.4239 -0.1644
H -2.8177 0.9445 -0.6367
H 2.5086 1.4506 1.2773
H -0.3348 -0.4091 -0.1203

Relative energy (zero: lowest compared OMol25 entry of this formula, charge and spin) (kcal/mol): 38.2
Orbital gap (alpha / beta) (eV): 2.87 / 6.67
2S+1: 2
E_LUMO (alpha / beta) (eV): 3.6 / 3.5
Net charge: -1
Highest occupied orbital energy (alpha / beta) (eV): 0.677 / -3.129

The following is a DFT calculation (the ωB97M-V functional and the def2-TZVPD basis) of C5H6Br9CaO2 as an isolated structure.

Positions of all 23 atoms, in Å:
Br 6.8757 6.8962 -0.1379
Br 10.6432 -0.0447 -7.8644
Br 9.6673 8.5679 0.0750
H 9.8713 3.7820 -2.6022
Br 13.7702 -0.4269 -1.8925
C 13.5787 1.1341 -3.1265
O 7.2104 1.9751 -2.5103
Br 11.7996 1.0163 -3.9957
Br 7.8868 0.6862 -6.1569
H 9.5942 2.4117 -3.7866
C 8.6928 7.1860 -0.7219
C 9.1490 3.1627 -3.1341
H 8.5637 3.8585 -3.7353
O 8.5137 2.5745 -0.9121
H 10.0440 2.0557 -6.5048
H 8.5782 7.3846 -1.7875
C 9.4857 1.4706 -7.2356
Br 8.8321 2.5904 -8.8118
Ca 7.1909 0.5114 -0.6599
Br 13.9426 2.8124 -2.1316
H 14.3445 1.0409 -3.8965
Br 9.7178 5.4772 -0.5514
C 8.2297 2.5839 -2.1090

Relative energy (zero: lowest compared OMol25 entry of this formula, charge and spin) (kcal/mol): 28.2
Orbital gap (eV): 6.23
E_LUMO (eV): -5.9
Net charge: +1
Highest occupied orbital energy (eV): -12.110